Record 1
This record from the OMol25 dataset describes C36H62BF10KN7O3SbSeSi3 as an isolated structure. The level of theory is wB97M-V/def2-TZVPD.

lowest unoccupied orbital energy	3.75	eV
energy above the lowest of the compared OMol25 structures with the same formula, charge and spin	0.0	kJ/mol
net charge	-2

Positions of all 125 atoms, in Å:
1 K -0.885547 -0.424391 -0.594435
2 C -3.926698 1.942212 -0.721157
3 C -4.234220 0.710642 0.075710
4 C -5.402946 0.407049 0.808980
5 C -5.194420 -0.858172 1.315677
6 C -6.089297 -1.681520 2.191342
7 N -3.973046 -1.261600 0.907939
8 N -3.374518 -0.298898 0.145651
9 B -3.336753 -2.665346 1.050244
10 N -2.996019 -3.267590 -0.337831
11 N -2.063926 -2.694451 -1.153875
12 C -1.890401 -3.529458 -2.165233
13 C -0.920730 -3.218407 -3.265924
14 C -2.722728 -4.666262 -2.016500
15 C -3.405119 -4.456301 -0.839004
16 C -4.414287 -5.334781 -0.164580
17 N -2.026355 -2.611248 1.912099
18 N -0.859041 -2.238358 1.313841
19 C 0.111331 -2.498434 2.184752
20 C 1.552252 -2.293183 1.818637
21 C -0.433418 -3.028899 3.379041
22 C -1.795951 -3.082441 3.157977
23 C -2.886475 -3.528386 4.082514
24 H -4.851440 2.386169 -1.090474
25 H -3.302750 1.706227 -1.583676
26 H -3.404803 2.693422 -0.123561
27 H -6.281801 1.026260 0.940044
28 H -7.037631 -1.160544 2.323294
29 H -5.645120 -1.842751 3.177465
30 H -6.289807 -2.665138 1.760425
31 H -4.131981 -3.388893 1.600024
32 H -0.120060 -2.570450 -2.896265
33 H -1.423373 -2.690878 -4.082232
34 H -0.473919 -4.138258 -3.656411
35 H -2.815658 -5.518526 -2.677519
36 H -4.582908 -6.219339 -0.777966
37 H -5.369935 -4.821870 -0.030127
38 H -4.074679 -5.658281 0.822621
39 H 1.646622 -1.763001 0.868696
40 H 2.059217 -3.259093 1.710645
41 H 2.086751 -1.726112 2.585101
42 H 0.090414 -3.338280 4.277009
43 H -2.453983 -4.087080 4.913300
44 H -3.614210 -4.162456 3.572226
45 H -3.429190 -2.672391 4.495729
46 O -1.065807 0.781952 2.081151
47 H -1.306588 1.590622 1.598200
48 H -1.625786 0.083359 1.715546
49 O 2.223954 2.390754 -0.945112
50 H 1.283366 2.788502 -0.875492
51 H 2.460997 2.486278 -1.876829
52 C 1.076072 0.486797 -3.467904
53 N 1.929002 -0.682261 -3.680001
54 C 2.188344 -1.084112 -5.057572
55 C 2.393183 -1.380259 -2.611471
56 C 3.256292 -2.581867 -2.914180
57 O 2.121055 -1.083523 -1.449602
58 H 1.495363 1.366649 -3.965769
59 H 1.017038 0.679013 -2.406508
60 H 0.066483 0.310333 -3.859170
61 H 1.625275 -0.423213 -5.712057
62 H 1.857599 -2.105859 -5.255713
63 H 3.247388 -1.005881 -5.319347
64 H 4.115459 -2.314740 -3.535671
65 H 2.677420 -3.344498 -3.442199
66 H 3.602057 -2.986228 -1.968309
67 F -3.004544 -0.120448 -10.124972
68 C -3.024573 -0.175611 -8.784997
69 C -1.944954 0.243159 -8.046916
70 F -0.857059 0.706044 -8.687382
71 C -1.978458 0.181262 -6.666557
72 F -0.865370 0.584930 -6.038983
73 C -3.078456 -0.274524 -5.934422
74 Se -3.138287 -0.302941 -4.052818
75 C -4.139452 -0.706686 -6.736013
76 F -5.251070 -1.195180 -6.180724
77 C -4.123173 -0.660399 -8.116350
78 F -5.179545 -1.089825 -8.827679
79 F -0.829405 3.150781 0.618725
80 C -0.071964 3.324320 -0.580087
81 F -0.615611 2.347249 -1.448768
82 C -0.628141 4.620141 -1.117191
83 F -0.030141 4.926241 -2.291611
84 F -1.957188 4.644067 -1.346502
85 F -0.368194 5.622121 -0.243113
86 C 3.961723 4.581778 3.410002
87 Si 2.612978 4.051624 2.207937
88 C 3.066526 4.937144 0.629272
89 C 1.044567 4.823995 2.874763
90 Sb 2.118877 1.528730 1.948006
91 Si 4.558538 0.842307 1.533237
92 C 4.917227 0.927057 -0.300418
93 C 5.934980 1.789784 2.388150
94 C 4.869725 -0.956630 1.974290
95 Si 2.067023 1.161703 4.512869
96 C 3.102038 2.173797 5.718752
97 C 2.451551 -0.612622 5.013367
98 C 0.287225 1.451203 5.019745
99 H 4.033856 5.677239 3.367288
100 H 4.942032 4.161908 3.152429
101 H 3.736873 4.289626 4.440530
102 H 3.544420 5.894885 0.882307
103 H 2.173567 5.124779 0.019797
104 H 3.756808 4.340266 0.022488
105 H 1.088056 5.916608 2.771239
106 H 0.910623 4.578799 3.938672
107 H 0.161638 4.463031 2.326316
108 H 4.979584 1.966979 -0.651110
109 H 4.095936 0.442094 -0.848274
110 H 5.862201 0.412140 -0.529578
111 H 6.023913 2.809359 1.988257
112 H 6.888598 1.269163 2.222792
113 H 5.765857 1.870440 3.472458
114 H 4.284728 -1.617922 1.320295
115 H 4.604724 -1.199346 3.009053
116 H 5.935794 -1.177440 1.832906
117 H 4.158902 2.234609 5.426007
118 H 3.042917 1.690038 6.701404
119 H 2.722709 3.198228 5.816860
120 H 3.488146 -0.884181 4.784077
121 H 1.791343 -1.328838 4.505428
122 H 2.304532 -0.719465 6.096551
123 H -0.034095 2.472571 4.768011
124 H 0.155125 1.300386 6.101193
125 H -0.375793 0.767138 4.472790

Atomic forces in eV per Å
K 0.87 0.51 -0.76
C 0.01 -0.05 0.14
C -0.10 -0.09 0.02
C 0.00 0.22 -0.12
C 0.12 -0.01 0.02
C 0.05 0.00 -0.09
N 0.14 -0.10 -0.12
N -0.80 0.04 0.44
B 0.18 0.01 -0.03
N 0.11 0.22 0.16
N -0.47 -0.84 -0.28
C -0.10 -0.11 0.09
C -0.10 -0.04 0.02
C 0.15 0.03 -0.17
C 0.07 0.11 0.08
C 0.06 0.09 -0.02
N -0.05 0.03 -0.33
N 0.24 -0.44 0.98
C -0.20 -0.04 0.04
C -0.12 0.00 0.03
C 0.21 0.01 -0.05
C -0.04 0.04 -0.14
C 0.03 0.03 -0.07
H 0.00 0.01 -0.01
H -0.01 -0.01 0.02
H -0.01 -0.03 -0.01
H 0.13 -0.10 -0.04
H 0.00 0.00 0.01
H -0.01 0.00 -0.05
H 0.01 0.08 0.01
H 0.12 0.12 -0.03
H -0.07 -0.05 -0.03
H 0.03 -0.01 0.06
H -0.01 0.05 0.04
H 0.01 0.13 0.06
H -0.01 -0.02 -0.01
H 0.05 -0.01 -0.01
H 0.00 0.01 -0.05
H -0.04 -0.03 0.06
H -0.03 0.06 0.02
H -0.05 -0.07 -0.16
H -0.08 0.07 -0.17
H -0.01 0.02 0.00
H 0.06 0.03 0.03
H 0.03 -0.04 -0.04
O -0.24 0.06 -0.13
H 0.11 -0.23 0.14
H -0.21 0.10 0.30
O 1.45 -0.68 -0.92
H 0.30 0.59 0.87
H 0.13 -0.13 0.17
C -0.27 -0.22 -0.16
N 0.09 0.02 0.01
C -0.06 0.04 0.21
C -0.28 0.19 0.05
C 0.10 -0.05 -0.09
O -0.04 -0.12 -0.24
H 0.02 -0.08 0.02
H 0.14 0.14 0.10
H 0.14 0.01 0.04
H -0.03 0.00 0.01
H -0.03 0.00 0.03
H 0.01 0.02 0.03
H -0.07 -0.03 0.02
H 0.04 0.04 0.02
H 0.01 -0.02 0.02
F 0.01 0.01 -0.36
C -0.01 -0.01 -0.03
C 0.16 0.04 0.23
F 0.18 0.06 -0.06
C -0.10 -0.07 -0.12
F 0.21 0.13 0.13
C 0.10 0.04 -0.05
Se 0.01 -0.02 0.01
C 0.07 0.06 -0.07
F -0.25 -0.09 0.15
C -0.13 -0.07 0.19
F -0.19 -0.06 -0.09
F 0.04 0.00 -0.12
C -1.51 0.20 0.05
F -0.44 -0.14 -0.03
C 0.10 -0.03 -0.01
F -0.07 0.13 0.13
F -0.06 0.13 -0.01
F -0.03 0.07 -0.22
C 0.32 -0.17 0.29
Si -0.09 0.06 0.03
C 0.05 0.00 -0.46
C -0.47 -0.03 0.12
Sb 0.47 0.19 0.22
Si 0.02 -0.13 -0.21
C -0.13 0.13 -0.39
C 0.14 0.36 0.35
C -0.20 -0.37 0.15
Si -0.22 -0.17 0.03
C 0.33 0.30 -0.01
C 0.03 -0.33 -0.13
C -0.34 0.09 -0.04
H -0.02 -0.12 0.01
H -0.21 0.18 0.07
H 0.10 0.14 -0.22
H -0.11 -0.12 -0.02
H 0.25 -0.08 0.09
H -0.12 0.13 0.05
H 0.00 -0.12 0.05
H 0.00 0.07 -0.19
H 0.26 0.14 0.16
H -0.03 -0.25 0.04
H 0.21 0.14 0.10
H -0.11 0.09 0.06
H 0.03 -0.25 0.07
H -0.12 0.08 0.01
H 0.09 -0.02 -0.24
H 0.13 0.12 0.12
H 0.08 0.00 -0.14
H -0.11 0.01 -0.02
H -0.18 -0.02 0.11
H -0.01 0.05 -0.06
H 0.05 -0.20 0.03
H -0.12 -0.01 0.08
H 0.13 0.18 0.21
H 0.00 0.02 -0.12
H 0.03 -0.21 0.08
H 0.03 0.02 -0.15
H 0.13 0.16 0.12

Atomic partial charges in e from the Löwdin method, atoms 1 to 8: 0.6269 -0.0310 -0.3350 0.0005 -0.2887 -0.0358 0.0203 0.0309

=====

Record 2
This record from the OMol25 dataset describes C3H7NOS as an isolated structure. The level of theory is wB97M-V/def2-TZVPD.

lowest unoccupied orbital energy (spin up / spin down)	3.93 / 3.04	eV
energy above the lowest of the compared OMol25 structures with the same formula, charge and spin	386.2	kJ/mol
net charge	-1
multiplicity	2
⟨S²⟩	0.762

Positions of all 13 atoms, in Å:
1 O 0.623632 0.454126 2.378074
2 C 0.153699 0.104231 1.255179
3 C -0.854975 1.215044 0.441944
4 C 0.659119 1.009990 0.163681
5 S 0.621324 -1.557640 -1.717205
6 N -2.028769 0.671065 -0.016753
7 H 0.090504 -0.961901 1.075204
8 H -0.860617 2.062475 1.107687
9 H 0.777087 0.683273 -0.864842
10 H 1.407422 1.673192 0.547585
11 H 1.038524 -1.958868 -2.930851
12 H -1.231967 0.982928 -0.810080
13 H -1.795307 -0.313987 -0.279280

Atomic forces in eV per Å
O -0.57 0.14 1.45
C 2.66 0.05 0.39
C 4.79 1.68 6.10
C -2.17 -0.49 -2.35
S -0.05 -0.18 -0.27
N 1.22 -0.92 -4.21
H -1.04 -0.26 -0.61
H -1.14 0.29 0.23
H 0.67 -0.80 0.29
H -0.30 0.79 0.14
H -0.16 -0.05 0.03
H -3.31 -0.53 -1.60
H -0.61 0.28 0.42

Atomic partial charges in e from the natural (NBO) method, atoms 1 to 8: -0.5790 0.1476 -0.0993 -0.4723 -1.0612 -0.7675 0.1875 0.2033